ORCA calculation (the ωB97M-V functional and the def2-TZVPD basis) on a 3-piece molecular cluster, C18H40BrO10P3 overall in a non-equilibrium geometry.

Calculated values
SMILES string   CCC[C@@H]1OC(=O)[C@H](C[C@H](C)Br)[C@@H]1P(C)C.COP(=O)(OC)OC.COP(=O)(OC)OC
Multiplicity   1
Kohn-Sham gap   5.8 eV
Molar mass   589.334 Da
Electronic energy   -137695.7989 eV

Last column: Mulliken charge in e.
Positions of all 72 atoms, in Å:
C: -2.78101 4.43844 -0.25844  -1.071
C: -1.31684 4.95996 -0.33095  -0.622
C: -0.25495 3.88970 -0.73059  -0.184
C: -0.62401 2.44951 -0.31645  -0.328
O: -0.92882 2.43107 1.08885  -0.443
C: 0.20552 2.15799 1.82816  0.050
O: 0.21404 2.31284 2.98362  -0.572
C: 1.37612 1.68960 0.87746  0.945
C: 2.57470 2.68046 0.78516  -1.965
C: 2.83474 3.49782 2.06552  0.175
C: 3.79446 4.67662 1.68402  -1.188
Br: 3.68795 2.32534 3.38947  -0.163
C: 0.51174 1.39520 -0.36789  -0.085
P: 1.24368 0.94921 -2.01504  0.205
C: 2.71614 1.99641 -2.45922  -1.087
C: 1.92399 -0.79376 -1.86809  -0.618
H: -3.01860 3.66143 -0.99710  0.247
H: -2.97613 4.07220 0.76331  0.228
H: -3.45195 5.30575 -0.39276  0.403
H: -1.07196 5.45564 0.61981  0.305
H: -1.26631 5.75096 -1.10294  0.450
H: 0.04494 3.96625 -1.79039  0.452
H: 0.66496 4.13901 -0.16360  -0.327
H: -1.39788 2.07697 -1.00337  0.748
H: 1.79534 0.81373 1.39928  0.269
H: 2.50351 3.35399 -0.08149  0.344
H: 3.47819 2.06399 0.62702  0.756
H: 1.93321 3.97475 2.46957  0.480
H: 4.35188 4.43733 0.76723  0.291
H: 3.14470 5.53751 1.43407  0.305
H: 4.42542 4.97631 2.52966  0.398
H: -0.00060 0.45074 -0.08185  -0.013
H: 3.50448 1.83028 -1.69603  0.246
H: 3.16844 1.67105 -3.40958  0.413
H: 2.50676 3.07731 -2.47468  0.298
H: 1.71425 -1.38527 -2.76563  0.415
H: 1.42367 -1.23348 -0.98734  -0.152
H: 3.00061 -0.76381 -1.62477  0.352
C: -0.33446 -1.80860 2.26736  -0.577
O: 0.36018 -2.97605 1.79294  -0.128
P: 1.70305 -3.50114 2.69992  1.046
O: 2.35965 -4.15777 1.51606  -0.653
O: 0.79879 -4.54503 3.57119  -0.327
C: -0.26171 -5.27045 2.95944  -0.613
O: 2.94537 -3.68116 3.80073  -0.480
C: 3.78219 -4.81706 3.65340  -0.509
H: -1.19175 -1.62861 1.62074  0.248
H: -0.68514 -1.95587 3.29264  0.406
H: 0.33005 -0.94353 2.22349  0.062
H: -0.03831 -5.51788 1.92160  0.302
H: -1.18773 -4.69485 3.01495  0.223
H: -0.40237 -6.19161 3.52377  0.284
H: 4.49223 -4.67160 2.84011  0.229
H: 3.20131 -5.72468 3.49154  0.265
H: 4.34781 -4.92349 4.58126  0.241
C: -5.68892 -1.03753 -1.73413  -0.805
O: -4.42150 -0.82115 -2.38353  -0.301
P: -3.25105 -2.03135 -2.15793  0.956
O: -2.06461 -1.13845 -2.37238  -0.446
O: -3.70572 -2.81272 -3.51751  -0.304
C: -4.04594 -2.08562 -4.69313  -0.606
O: -2.50376 -3.42806 -1.64573  -0.465
C: -1.20135 -3.68827 -2.15033  -0.322
H: -6.35310 -0.21789 -1.99963  0.248
H: -6.13536 -1.97941 -2.06613  0.358
H: -5.56062 -1.05311 -0.65096  0.330
H: -3.45643 -1.17387 -4.79117  0.290
H: -5.11037 -1.84325 -4.68640  0.231
H: -3.85182 -2.72974 -5.54981  0.270
H: -0.45868 -3.07592 -1.63952  0.052
H: -1.15002 -3.52806 -3.22714  0.250
H: -0.97683 -4.73526 -1.94009  0.287